1.
{"formula": "C22H51N2O24P6S", "method": "the ωB97M-V functional and the def2-TZVPD basis", "spin_multiplicity": 1, "homo_lumo_gap_ev": 6.19, "homo_ev": -11.26, "e_tot_ha": -5229.8795, "charge": 1, "species": ["O", "C", "O", "N", "C", "S", "C", "C", "C", "N", "P", "O", "O", "C", "C", "H", "H", "H", "H", "H", "H", "C", "O", "P", "O", "O", "C", "O", "C", "H", "H", "H", "H", "H", "H", "H", "H", "H", "C", "O", "P", "O", "O", "C", "O", "C", "H", "H", "H", "H", "H", "H", "H", "H", "H", "C", "O", "P", "O", "O", "C", "O", "C", "H", "H", "H", "H", "H", "H", "H", "H", "H", "C", "O", "P", "O", "O", "C", "O", "C", "H", "H", "H", "H", "H", "H", "H", "H", "H", "C", "O", "P", "O", "O", "C", "O", "C", "H", "H", "H", "H", "H", "H", "H", "H", "H"], "xyz": [[1.462346, -2.375719, -1.479862], [1.261769, -1.267317, -1.117781], [0.452694, -0.378950, -1.844482], [-0.749914, -0.324872, -1.088094], [-1.183323, 0.823190, -1.025355], [-1.638264, 2.299437, -1.071914], [1.845763, -0.679936, 0.167386], [2.476293, -1.510806, 1.099683], [2.976862, -0.943146, 2.253765], [2.849038, 0.371092, 2.460061], [3.496106, 1.042044, 4.034040], [2.414558, 2.258064, 4.337214], [3.088285, -0.162382, 5.080325], [2.255616, 1.214696, 1.602028], [1.744850, 0.694017, 0.425312], [2.534029, -2.580496, 0.895516], [3.456666, -1.596588, 2.988157], [1.545648, 1.844399, 4.178689], [2.195984, -0.442209, 4.805299], [2.168032, 2.277271, 1.828666], [1.287266, 1.405653, -0.260349], [1.153132, -4.203700, 6.379199], [2.077056, -3.287935, 6.964953], [3.722147, -3.681015, 6.863015], [3.667112, -4.019006, 5.389238], [3.504194, -4.995828, 7.820327], [2.985158, -4.821161, 9.147214], [5.392980, -3.807956, 6.935212], [5.969364, -5.104534, 6.799718], [0.891215, -3.859752, 5.378786], [1.550343, -5.215016, 6.328094], [0.256957, -4.209170, 7.000849], [2.045985, -5.365996, 9.237181], [2.809677, -3.772956, 9.387492], [3.700726, -5.231873, 9.858516], [5.438470, -5.701131, 6.059046], [5.973999, -5.618325, 7.760331], [7.000539, -4.964069, 6.478407], [1.225616, 4.746099, 4.490357], [0.371356, 5.810001, 4.096934], [1.119174, 7.256762, 3.670885], [2.183091, 6.687709, 2.777167], [1.640470, 7.492571, 5.212287], [0.688187, 7.490170, 6.284430], [1.337133, 8.861499, 3.268050], [2.532484, 9.500496, 3.709408], [1.397195, 4.099359, 3.636735], [2.177258, 5.101177, 4.880987], [0.715761, 4.180559, 5.273567], [0.934688, 6.687216, 6.979107], [-0.332484, 7.349600, 5.930409], [0.751887, 8.442513, 6.809884], [3.389695, 8.831623, 3.646251], [2.413062, 9.860430, 4.730737], [2.695484, 10.357568, 3.057698], [5.446686, -5.302095, -6.947500], [4.417842, -4.452661, -7.453612], [3.594673, -3.506375, -6.339746], [4.773299, -2.978036, -5.577712], [2.923618, -4.833525, -5.634857], [2.191369, -5.762862, -6.443929], [2.441607, -2.487265, -5.675883], [2.095375, -2.687803, -4.313159], [6.409412, -4.807865, -7.066989], [5.291689, -5.560583, -5.901851], [5.437930, -6.216875, -7.541267], [2.672884, -6.739028, -6.390398], [2.140180, -5.451779, -7.486688], [1.178549, -5.846982, -6.049561], [2.967689, -2.948169, -3.713996], [1.337434, -3.466364, -4.226732], [1.672345, -1.754512, -3.944039], [-1.660679, -1.371081, -3.954821], [-3.056192, -1.311155, -3.674533], [-3.995809, -2.594799, -4.227554], [-3.119773, -3.719158, -3.761991], [-3.718282, -2.177648, -5.795896], [-4.023762, -0.848905, -6.232615], [-5.330907, -3.515756, -4.630732], [-5.231016, -4.366402, -5.768798], [-1.140848, -1.772844, -3.089857], [-1.437701, -1.977748, -4.830724], [-1.310832, -0.353023, -4.141326], [-3.110743, -0.371177, -6.588734], [-4.453049, -0.240576, -5.436508], [-4.735582, -0.906550, -7.056000], [-4.246271, -4.826819, -5.837879], [-5.447227, -3.806985, -6.678615], [-5.984873, -5.143968, -5.653851], [-5.825997, 1.653314, -2.147225], [-5.361876, 2.943146, -1.756039], [-6.517754, 4.149322, -1.535252], [-7.499730, 3.360779, -0.722222], [-6.889550, 4.144999, -3.139676], [-5.848519, 4.343333, -4.101600], [-7.204761, 5.655362, -1.301844], [-8.460074, 5.916011, -1.923922], [-5.914555, 1.021463, -1.264338], [-6.781762, 1.698541, -2.665774], [-5.079539, 1.224944, -2.820106], [-5.784250, 3.465199, -4.744685], [-4.878626, 4.509099, -3.633025], [-6.098099, 5.210312, -4.713219], [-9.109351, 5.042100, -1.894014], [-8.311422, 6.236770, -2.954655], [-8.927085, 6.730748, -1.372388]], "forces_ev_per_angstrom": [[0.2, 0.3, 0.2], [-0.1, 0.0, 0.2], [0.9, -0.5, 0.2], [-0.5, -0.2, 0.7], [0.1, 0.9, -0.6], [-0.3, -0.3, 0.2], [-0.2, 0.4, -0.1], [-0.4, 0.1, -0.7], [-0.1, -1.2, -0.7], [-0.6, 0.4, 1.4], [1.9, 1.2, 2.0], [0.3, -2.4, -1.0], [-0.7, 0.9, -1.9], [-0.3, -0.6, -1.1], [0.1, 0.3, 0.0], [0.1, 0.3, 0.2], [-0.1, 0.6, 0.1], [-0.4, 0.8, 0.5], [0.0, -0.6, 0.9], [0.2, -0.3, 0.2], [0.1, -0.4, 0.0], [-0.1, -0.4, -0.2], [1.4, 2.8, 2.0], [-0.9, -7.3, -4.3], [0.0, 1.2, 0.2], [0.2, 0.9, 0.5], [0.0, -0.2, 0.1], [-0.6, 3.2, 1.1], [0.1, -0.7, 0.6], [0.1, -0.1, 0.0], [0.1, 0.1, 0.0], [0.1, 0.2, 0.1], [0.0, 0.0, 0.0], [-0.1, 0.0, 0.0], [0.0, 0.0, -0.1], [-0.1, 0.1, 0.0], [0.0, -0.1, -0.1], [-0.1, 0.3, 0.0], [0.2, 0.0, 0.0], [-2.8, 2.1, -0.7], [7.5, -1.5, 1.3], [-1.1, 0.1, -0.1], [-0.7, 0.1, -0.2], [0.1, 0.1, 0.2], [-3.3, -0.9, -0.8], [0.3, 0.3, 0.7], [0.1, 0.2, -0.1], [0.0, 0.0, -0.1], [-0.2, 0.1, 0.0], [0.0, 0.0, 0.0], [0.0, 0.0, 0.1], [0.0, 0.0, 0.0], [-0.1, -0.1, 0.0], [0.1, -0.1, 0.0], [-0.2, -0.1, -0.1], [0.4, -0.2, 0.3], [-2.6, 1.9, -2.0], [3.5, -2.5, 6.4], [-0.5, 0.3, -0.9], [-0.3, 0.3, -0.6], [-0.1, -0.1, 0.2], [-0.1, 0.6, -3.4], [-0.4, -0.6, 0.3], [-0.1, 0.1, 0.1], [0.0, 0.1, 0.0], [-0.2, 0.1, -0.1], [0.0, 0.0, 0.0], [0.0, -0.1, 0.0], [0.0, 0.0, 0.0], [0.1, 0.0, -0.1], [0.1, 0.0, 0.1], [0.0, 0.1, -0.3], [0.4, -0.3, -0.2], [-3.4, 1.0, 1.0], [5.3, -4.3, -3.7], [-0.7, 0.7, 0.5], [-0.5, 0.5, 0.4], [0.0, -0.1, -0.2], [-1.0, 2.3, 2.5], [0.0, 0.1, -0.8], [-0.1, -0.2, -0.1], [-0.1, 0.0, 0.0], [-0.2, 0.1, 0.1], [0.0, 0.0, 0.0], [0.0, 0.0, 0.0], [0.0, 0.0, 0.0], [0.0, 0.1, 0.1], [0.1, -0.1, 0.0], [0.0, 0.1, 0.3], [-0.3, -0.4, 0.0], [2.1, 2.9, 0.9], [-6.6, -3.8, -2.0], [1.0, 0.5, 0.3], [0.7, 0.3, 0.2], [-0.2, 0.1, -0.2], [3.3, 0.2, 1.2], [-0.3, 0.1, -0.8], [-0.1, 0.1, 0.0], [0.0, 0.1, 0.1], [0.1, 0.2, 0.1], [0.0, 0.0, 0.0], [0.0, 0.0, -0.1], [0.0, 0.0, 0.0], [0.1, -0.1, 0.1], [-0.1, -0.1, 0.0], [0.2, 0.0, 0.2]]}

***

2.
{"formula": "C6H13N", "method": "the ωB97M-V functional and the def2-TZVPD basis", "spin_multiplicity": 1, "homo_lumo_gap_ev": 10.31, "homo_ev": -9.07, "e_tot_ha": -291.1137, "charge": 0, "species": ["C", "C", "C", "N", "C", "C", "C", "H", "H", "H", "H", "H", "H", "H", "H", "H", "H", "H", "H", "H"], "xyz": [[2.789602, -0.343159, 0.093734], [1.286237, -0.566376, 0.130334], [0.589321, 0.348553, -0.879753], [-0.831546, 0.113640, -0.838962], [-1.821946, 1.158399, -0.872882], [-1.471193, 0.460550, 0.400962], [-2.078224, -0.774017, 1.029473], [3.019628, 0.697066, 0.352081], [3.172520, -0.529155, -0.915489], [3.326299, -0.994572, 0.789546], [1.034413, -1.612181, -0.087422], [0.902212, -0.370115, 1.141232], [0.946762, 0.115891, -1.889795], [0.850696, 1.398882, -0.648209], [-2.739266, 0.935896, -1.411798], [-1.474147, 2.189060, -0.979811], [-0.895701, 1.107237, 1.071560], [-2.132633, -0.706349, 2.117207], [-3.057566, -1.018790, 0.619429], [-1.415469, -1.610469, 0.778559]], "forces_ev_per_angstrom": [[0.1, 0.0, 0.0], [0.0, 0.0, 0.0], [0.2, 0.1, -0.1], [0.2, 0.0, -0.1], [-0.2, 0.1, -0.1], [0.2, -0.3, 0.2], [-0.2, 0.0, 0.2], [0.1, -0.2, 0.0], [0.0, 0.0, 0.1], [-0.1, 0.1, -0.1], [0.1, 0.2, -0.1], [0.1, 0.0, -0.2], [0.1, 0.1, 0.1], [-0.1, -0.1, -0.1], [0.1, -0.1, 0.0], [-0.1, -0.1, 0.1], [0.0, -0.2, -0.1], [-0.2, 0.1, 0.0], [-0.1, 0.1, 0.1], [-0.2, 0.1, 0.2]]}

***

3.
{"formula": "H16O8", "method": "the ωB97M-V functional and the def2-TZVPD basis", "spin_multiplicity": 1, "homo_lumo_gap_ev": 10.09, "homo_ev": -10.55, "e_tot_ha": -611.4929, "charge": 0, "species": ["O", "H", "H", "O", "H", "H", "O", "H", "H", "O", "H", "H", "O", "H", "H", "O", "H", "H", "O", "H", "H", "O", "H", "H"], "xyz": [[-2.528655, -0.307959, 1.483380], [-1.674525, 0.055811, 1.250200], [-2.846505, 0.257871, 2.186970], [-0.045055, 0.378441, 0.263740], [-0.248775, -0.349529, -0.323450], [0.900245, 0.500471, 0.175700], [2.989615, 2.512201, 1.773600], [3.016525, 2.248881, 2.693470], [2.604945, 1.761971, 1.320370], [-1.200255, 2.629891, 1.729130], [-0.637635, 1.867971, 1.590680], [-1.896665, 2.535231, 1.079300], [-2.552905, -1.282949, -2.114450], [-1.778175, -1.184879, -2.668000], [-2.943815, -0.409509, -2.091810], [-0.080505, -0.557239, -2.729690], [0.749595, -1.023409, -2.630460], [0.123295, 0.174441, -3.312210], [2.661875, 0.570071, -0.314130], [2.940925, 1.080101, -1.074550], [3.302005, -0.138929, -0.252680], [-0.577645, -3.720439, 0.401460], [-0.177235, -4.547069, 0.670880], [-0.100665, -3.051449, 0.892550]], "forces_ev_per_angstrom": [[-0.4, -0.2, 0.0], [0.4, 0.0, -0.1], [-0.1, 0.1, 0.2], [-0.3, 0.0, 0.4], [-0.3, -0.2, -0.4], [0.4, 0.1, -0.1], [0.1, 0.2, 0.1], [0.0, 0.1, 0.3], [0.0, -0.2, -0.3], [-0.1, 0.4, 0.5], [0.2, -0.2, -0.2], [-0.1, -0.1, -0.2], [-0.6, -0.3, 0.1], [0.2, 0.0, 0.0], [-0.2, 0.2, 0.1], [0.4, 0.1, 0.0], [0.2, -0.3, 0.0], [0.0, 0.3, -0.2], [-0.1, -0.2, -0.1], [0.0, 0.4, -0.2], [0.2, -0.3, 0.2], [0.0, 0.0, -0.3], [0.1, -0.2, 0.1], [0.0, 0.2, 0.2]]}